[1]
# C4H12NOS

A 2-piece molecular cluster, C4H12NOS overall (wB97M-V/def2-TZVPD, OMol25).

As for the HOMO-LUMO gap: 5.667 eV. The value obtained for the HOMO energy is -2.29 eV. The total energy is -687.74552 Eh.

```
! wB97M-V def2-TZVPD RIJCOSX def2/J DEFGRID3
* xyz -1 1
O -1.415 -2.819 0.401
H 1.399 2.136 1.649
H -0.850 1.506 -1.096
H -1.860 0.271 -2.091
H -2.146 0.618 -0.243
C 1.119 1.756 0.674
S 1.999 2.894 -0.468
H 1.928 0.369 -0.796
C 0.418 -0.724 0.373
H 0.833 -1.773 0.469
H -0.182 -1.098 -1.526
N -0.589 -0.730 -0.691
H -1.866 -3.071 1.148
C 1.576 0.342 0.332
H 2.481 0.096 0.944
C -1.312 0.502 -1.013
H 0.049 -0.429 1.334
H -1.608 -1.829 0.208
H 0.024 1.984 0.394
*
```

Population analysis type natural (NBO), resulting atomic charges in e: atom 1 (O): -0.99, atom 2 (H): 0.20, atom 3 (H): 0.22, atom 4 (H): 0.17, atom 5 (H): 0.17, atom 6 (C): -0.56, atom 7 (S): -0.74, atom 8 (H): 0.21, atom 9 (C): -0.23, atom 10 (H): 0.20, atom 11 (H): 0.37, atom 12 (N): -0.67, atom 13 (H): 0.44, atom 14 (C): -0.45, atom 15 (H): 0.21, atom 16 (C): -0.41, atom 17 (H): 0.18, atom 18 (H): 0.50, atom 19 (H): 0.18


[2]
# C20H30N2O4

One molecule with the formula C20H30N2O4 (wB97M-V/def2-TZVPD, OMol25).

As for the HOMO-LUMO gap: 8.074 eV. The value obtained for the HOMO energy is -7.69 eV. The total energy is -1190.57071 Eh.

```
! wB97M-V def2-TZVPD RIJCOSX def2/J DEFGRID3
* xyz 0 1
C 3.011 1.254 1.289
H 1.229 5.716 -0.198
N -1.597 -1.120 0.230
C 2.784 5.189 -1.590
C 1.489 1.316 -0.723
O 3.115 4.018 0.792
H -0.194 -1.818 -2.040
H 3.162 0.174 1.245
H -2.512 -4.421 -3.217
O 1.172 -0.982 3.929
H -4.248 -1.549 -0.003
N 0.583 1.070 1.526
C -2.286 -2.346 -0.139
H 3.577 5.600 -0.957
C -4.233 -3.131 -3.010
C -0.786 -2.714 -2.251
H -4.556 -2.162 -3.400
H -1.456 -0.462 -0.524
C -2.858 -3.460 -3.598
H 1.327 1.775 -1.699
C -3.617 -1.960 -0.795
H -3.455 -1.153 -1.511
H -1.206 -2.261 -4.283
C 0.351 1.676 0.236
H 1.501 6.903 -1.477
C -1.365 -3.269 -0.951
H 3.638 1.437 -0.772
H 1.524 0.231 -0.848
H 0.653 5.394 -1.843
H -2.999 -3.580 -4.675
H 3.892 1.710 1.741
H -4.035 -4.066 -1.070
C 2.823 1.793 -0.132
H -1.897 -4.196 -1.153
O -1.032 -3.104 2.697
H 3.038 5.326 -2.643
C 0.422 -1.039 2.981
C -4.359 -3.111 -1.484
H 1.698 2.633 2.311
C 2.903 3.314 -0.159
H -5.424 -3.016 -1.259
H -0.526 -3.525 -0.297
H -2.271 -1.429 -3.176
H -2.502 -2.874 0.795
H 1.897 1.068 3.135
O 2.734 3.772 -1.404
H -4.937 -3.878 -3.386
C 1.451 5.841 -1.255
H -0.617 1.358 -0.153
C -1.786 -2.387 -3.365
H -0.091 -3.467 -2.632
C -0.784 -1.073 1.301
C 1.790 1.554 2.165
H 0.321 2.762 0.377
C 0.136 -0.161 1.833
C -0.583 -2.016 2.411
*
```

Population analysis type natural (NBO), resulting atomic charges in e: atom 1 (C): -0.41, atom 2 (H): 0.22, atom 3 (N): -0.59, atom 4 (C): -0.08, atom 5 (C): -0.41, atom 6 (O): -0.60, atom 7 (H): 0.19, atom 8 (H): 0.21, atom 9 (H): 0.20, atom 10 (O): -0.57, atom 11 (H): 0.22, atom 12 (N): -0.40, atom 13 (C): -0.05, atom 14 (H): 0.20, atom 15 (C): -0.38, atom 16 (C): -0.40, atom 17 (H): 0.19, atom 18 (H): 0.39, atom 19 (C): -0.41, atom 20 (H): 0.23, atom 21 (C): -0.41, atom 22 (H): 0.19, atom 23 (H): 0.21, atom 24 (C): -0.21, atom 25 (H): 0.22, atom 26 (C): -0.42, atom 27 (H): 0.24, atom 28 (H): 0.21, atom 29 (H): 0.21, atom 30 (H): 0.21, atom 31 (H): 0.23, atom 32 (H): 0.20, atom 33 (C): -0.32, atom 34 (H): 0.21, atom 35 (O): -0.57, atom 36 (H): 0.19, atom 37 (C): 0.43, atom 38 (C): -0.41, atom 39 (H): 0.21, atom 40 (C): 0.80, atom 41 (H): 0.21, atom 42 (H): 0.22, atom 43 (H): 0.19, atom 44 (H): 0.24, atom 45 (H): 0.25, atom 46 (O): -0.52, atom 47 (H): 0.21, atom 48 (C): -0.64, atom 49 (H): 0.20, atom 50 (C): -0.40, atom 51 (H): 0.21, atom 52 (C): 0.11, atom 53 (C): -0.23, atom 54 (H): 0.20, atom 55 (C): 0.12, atom 56 (C): 0.43